Formula: C46H58N12
Source: the Open Molecules 2025 dataset
Level of theory: the ωB97M-V functional and the def2-TZVPD basis

Structure (XYZ):
```
116
Properties=species:S:1:pos:R:3:forces:R:3
C -0.71481 5.82936 3.14406 -0.40 -0.27 -0.54
C -1.21337 4.73145 2.31792 0.64 0.85 1.44
N -1.53932 3.84011 1.69647 -0.51 -1.27 -1.04
H -0.42715 5.50398 4.14151 -0.04 -0.18 -0.08
H -1.54357 6.53246 3.21698 0.37 0.39 0.05
H 0.15416 6.20270 2.60321 -0.06 0.50 0.27
N 0.12139 1.33796 0.69651 -0.19 0.20 0.14
C 1.43288 1.15256 0.38896 0.32 0.37 -0.11
C 1.59885 -0.14092 -0.04385 0.41 1.06 0.74
C 0.34313 -0.75209 0.08030 -0.44 -1.42 -0.17
C -0.57043 0.17590 0.51720 0.32 0.31 0.19
H -0.35375 2.17424 1.00367 0.33 0.17 -0.04
H 2.17485 1.92563 0.51181 -0.18 0.14 -0.10
H 2.57694 -0.50438 -0.31810 -0.22 -0.49 -0.09
H 0.19681 -1.81248 -0.06325 -0.39 0.10 -0.12
H -1.61139 0.20214 0.79876 -0.04 -0.57 -0.20
N 3.72783 -5.46480 0.81757 0.06 0.28 0.44
C 2.80800 -4.43364 0.70230 0.82 -0.93 -0.45
C 2.72292 -4.11524 -0.63961 -0.35 -0.98 0.45
C 3.51539 -5.08905 -1.33608 1.27 0.29 0.30
C 4.24381 -5.81826 -0.40126 -1.99 0.39 -0.41
H 3.90164 -5.96284 1.67379 0.12 0.16 -0.03
H 2.26117 -4.14891 1.58604 0.05 0.41 -0.15
H 2.07375 -3.34636 -1.02784 0.07 -0.10 -0.25
H 3.65693 -5.25643 -2.39283 -0.13 0.44 -0.06
H 4.92242 -6.64221 -0.54296 0.02 0.06 0.14
N -1.40840 1.46334 5.33618 -0.91 0.09 0.14
C -2.37557 1.07826 4.48253 -1.26 -0.64 -2.10
C -3.56634 0.75145 5.10234 1.40 1.12 0.74
C -3.31091 1.07497 6.47458 0.62 -0.33 -0.13
C -1.98568 1.49180 6.57332 -0.61 -0.28 0.89
H -0.46336 1.66124 5.01942 -0.35 0.05 0.58
H -2.27585 1.16351 3.40841 0.51 -0.28 0.04
H -4.46715 0.43761 4.60230 0.00 -0.03 0.10
H -3.97479 0.92081 7.31123 0.03 0.15 0.02
H -1.44778 1.76125 7.46861 0.14 -0.03 -0.12
N -5.91999 1.84113 -1.64725 0.08 -0.71 1.06
C -4.89938 0.98818 -2.00249 0.95 0.92 -0.62
C -3.74455 1.37762 -1.31024 -0.84 -1.60 -0.62
C -4.14565 2.30272 -0.35067 -1.63 1.24 0.39
C -5.50186 2.56079 -0.56593 1.36 0.62 0.47
H -6.90001 1.68948 -1.82073 0.12 -0.07 -0.30
H -5.03030 0.29392 -2.81686 0.07 -0.03 0.07
H -2.77191 0.92110 -1.41286 -0.02 0.01 -0.09
H -3.62028 2.78829 0.45744 0.39 -0.11 -0.23
H -6.07962 3.29235 -0.02372 -0.38 -0.18 -0.25
N 0.44131 2.66462 -4.15819 1.68 -0.78 0.06
C 0.90432 2.48520 -2.86809 -0.76 0.47 -0.26
C 1.99054 1.66282 -2.89959 0.33 0.24 0.89
C 2.25100 1.32409 -4.23197 0.01 0.51 -1.58
C 1.32195 1.97737 -5.00635 -1.10 0.53 0.47
H -0.25572 3.32563 -4.45084 -0.05 -0.15 0.05
H 0.44169 2.98435 -2.03136 -0.05 -0.10 -0.02
H 2.57862 1.41687 -2.03184 -0.10 -0.15 -0.06
H 3.05719 0.74787 -4.65773 0.00 -0.14 0.27
H 1.15178 2.02482 -6.06994 0.15 -0.16 0.01
N 3.90934 4.73711 -0.59997 -0.49 0.14 0.91
C 2.60708 5.17674 -0.61753 -0.59 0.99 -0.91
C 1.93542 4.87156 0.54875 2.25 -0.58 -0.58
C 2.95182 4.21650 1.31025 -0.28 -0.47 1.24
C 4.13614 4.16359 0.62429 -0.62 -0.04 0.11
H 4.64322 4.89803 -1.26686 -0.36 0.16 -0.23
H 2.26322 5.81616 -1.41727 0.03 -0.32 -0.23
H 0.90760 5.02671 0.82038 0.01 0.11 -0.23
H 2.80285 3.77953 2.28790 0.09 0.04 0.03
H 5.08852 3.76111 0.92644 -0.03 -0.03 -0.15
N 5.53154 -2.37293 -4.61773 1.73 0.42 -0.60
C 4.58529 -2.21924 -3.69888 -2.48 -1.09 1.61
C 4.59798 -0.96616 -3.14114 1.21 0.60 -1.60
C 5.63013 -0.28614 -3.88023 0.92 -0.97 0.89
C 6.27739 -1.23023 -4.67417 -0.66 1.60 -0.23
H 5.78194 -3.22132 -5.09362 -0.25 -0.02 0.11
H 3.92234 -3.05595 -3.53161 -0.06 0.15 0.26
H 4.04902 -0.44779 -2.37396 -0.47 -0.60 -0.01
H 5.97445 0.70253 -3.61759 0.10 0.05 -0.37
H 7.12321 -1.10906 -5.33099 -0.06 -0.13 -0.02
N -1.93407 -6.11288 -1.40547 0.58 -1.09 -1.26
C -1.22038 -5.13428 -0.78516 -2.02 0.53 0.00
C -2.19302 -4.16628 -0.49779 2.06 0.78 0.74
C -3.43476 -4.51200 -1.03545 0.08 -2.10 -0.47
C -3.22764 -5.77513 -1.61988 -0.52 1.35 0.59
H -1.51532 -6.90943 -1.85814 0.03 0.04 0.12
H -0.14904 -5.20605 -0.70011 -0.06 0.13 0.33
H -1.92521 -3.30314 0.09585 -0.32 0.20 -0.14
H -4.40428 -4.05455 -0.92961 0.18 0.30 -0.03
H -3.90618 -6.40506 -2.17103 0.08 -0.11 0.11
N 0.42881 -1.17901 -3.77340 -0.26 -1.62 -1.96
C 0.12350 -1.29997 -5.12897 -1.13 0.81 0.73
C -0.68929 -2.41382 -5.27971 1.27 -0.25 -1.81
C -0.57456 -3.19939 -4.13692 -0.32 1.63 1.68
C 0.03587 -2.35460 -3.21258 -0.03 -1.13 1.31
H 0.89152 -0.36147 -3.40649 0.13 -0.29 0.41
H 0.45835 -0.51293 -5.78407 -0.37 -0.06 -0.16
H -1.19325 -2.78512 -6.16080 0.28 0.38 -0.30
H -1.09273 -4.11958 -3.92020 0.14 -0.02 0.11
H 0.15365 -2.59118 -2.16641 0.13 0.35 0.00
N -5.08925 -0.33617 1.20662 -0.25 -0.70 0.03
C -5.93250 -0.70065 2.21466 0.12 -0.53 0.86
C -5.64589 -2.01139 2.56830 -1.11 0.77 -0.74
C -4.69660 -2.51726 1.63533 -0.71 0.62 0.93
C -4.36591 -1.43627 0.85347 0.73 -0.57 -0.95
H -5.08090 0.50943 0.65328 -0.03 0.08 0.31
H -6.69209 -0.07056 2.64936 0.21 0.29 -0.14
H -6.26804 -2.54867 3.26774 0.32 -0.16 0.14
H -4.46441 -3.56927 1.62395 0.66 0.20 -0.40
H -3.70957 -1.36869 -0.00159 0.06 -0.06 0.07
N 2.42086 0.77647 5.03425 -1.26 0.57 0.10
C 2.33642 1.75598 6.02129 0.43 -1.58 -0.71
C 1.56559 2.72781 5.49958 0.01 2.56 1.21
C 1.18009 2.46081 4.17523 0.03 -1.62 0.56
C 1.59667 1.15124 3.99355 1.17 0.32 -1.21
H 2.93350 -0.08676 5.07517 -0.18 -0.01 0.09
H 2.75736 1.60621 7.00076 0.11 0.15 -0.09
H 1.33117 3.61656 6.07096 -0.06 0.06 -0.15
H 0.54273 3.06628 3.55351 0.03 -0.19 -0.15
H 1.47792 0.53565 3.11354 0.12 -0.10 0.05
```
Forces are in eV/Å.

Properties
**E_HOMO**: -7.2 eV
**Structure (SMILES)**: c1cc[nH]c1.c1cc[nH]c1.c1cc[nH]c1.c1cc[nH]c1.c1cc[nH]c1.c1cc[nH]c1.c1cc[nH]c1.c1cc[nH]c1.c1cc[nH]c1.c1cc[nH]c1.c1cc[nH]c1.CC#N
**ΔE to the lowest compared entry with this formula, charge and spin**: 1.430 eV
**Gap between HOMO and LUMO**: 7.73 eV

These are the Mulliken partial charges, in e, on atoms 1 to 6: number 1, C, carries -0.93; number 2, C, carries 0.19; number 3, N, carries -0.34; number 4, H, carries 0.27; number 5, H, carries 0.38; number 6, H, carries 0.33